16
Properties=species:S:1:pos:R:3:forces:R:3 method="wB97M-V/def2-TZVPD" e_above_lowest_ev=3.0048 orbital_gap_ha=0.359 total_charge=+1 smiles="C=C[C@](N)([NH3+])OP=O" homo_ev=-13.9
C 0.944 1.116 1.551 -0.429 -1.155 -0.613
C -0.257 0.691 1.084 0.683 2.480 2.704
C -0.424 0.211 -0.276 4.470 -2.198 -2.258
N 0.183 0.953 -1.319 0.057 0.332 1.202
N -1.701 -0.389 -0.671 -0.079 -0.293 -1.683
O 0.405 -1.295 -0.345 -0.863 1.807 0.620
P 1.984 -1.680 0.105 -1.777 1.320 -0.391
O 1.909 -3.112 0.015 0.700 -1.758 0.048
H 0.956 1.396 2.626 0.494 0.181 -1.126
H 1.878 1.013 0.925 -0.911 0.268 1.193
H -1.029 1.015 1.835 -0.078 -1.165 -1.386
H 0.098 0.403 -2.202 1.079 0.995 0.880
H 1.146 1.385 -1.000 -2.747 -1.290 -1.411
H -1.756 -1.291 -0.239 0.122 -1.076 0.539
H -1.858 -0.556 -1.699 0.769 0.277 0.940
H -2.479 0.139 -0.386 -1.491 1.274 0.741



63
Properties=species:S:1:pos:R:3:forces:R:3 method="wB97M-V/def2-TZVPD" e_above_lowest_ev=1.8301 orbital_gap_ha=0.320 smiles=COC[C@H](C)N.COC[C@H](C)N.COC[C@H](C)N.O.O.O.O homo_ev=-9.0
C -2.867 -0.113 -5.899 0.678 0.582 -0.120
O -1.472 0.001 -5.677 0.191 -0.551 0.757
C -0.814 0.807 -6.605 1.035 0.162 -0.483
C 0.728 0.647 -6.508 -1.025 -1.173 -0.307
C 1.240 1.128 -5.176 -0.332 -0.764 1.183
N 1.343 1.244 -7.682 0.636 0.405 -0.158
H -3.286 -0.701 -5.089 -0.030 0.013 0.050
H -3.063 -0.601 -6.858 -0.109 0.033 -0.035
H -3.271 0.904 -5.898 -0.456 -0.161 -0.051
H -1.048 0.421 -7.607 -0.317 0.649 -0.148
H -1.021 1.875 -6.451 -0.464 -0.066 -0.364
H 0.799 -0.450 -6.588 0.515 0.023 0.514
H 2.306 1.042 -4.958 0.133 0.176 -0.603
H 0.803 0.421 -4.460 -0.056 0.145 0.037
H 0.873 2.098 -4.838 0.107 0.215 -0.477
H 1.275 0.626 -8.485 -0.392 0.044 0.054
H 2.348 1.293 -7.536 -0.107 0.260 0.164
C 0.715 2.015 4.408 -0.937 -1.111 0.074
O 1.280 3.211 3.957 0.282 0.227 0.310
C 0.324 4.114 3.472 -1.293 0.320 0.249
C 0.727 5.567 3.665 0.466 0.106 -0.115
C 2.111 5.835 3.067 -0.031 -0.208 -0.373
N 0.636 5.925 5.088 -0.104 -0.194 -0.305
H 1.390 1.386 4.983 0.457 0.412 -0.110
H 0.347 1.369 3.599 0.190 0.190 -0.265
H -0.171 2.157 5.041 0.120 0.387 0.091
H 0.009 3.893 2.446 0.500 0.041 -0.263
H -0.621 4.032 4.031 0.119 -0.272 0.203
H -0.033 6.159 3.145 0.093 -0.005 -0.129
H 2.056 5.869 1.976 -0.010 -0.065 0.006
H 2.782 5.018 3.336 0.079 0.111 0.078
H 2.560 6.779 3.382 -0.179 0.026 0.149
H 0.867 5.121 5.660 0.239 0.134 0.049
H 1.298 6.668 5.265 0.011 -0.081 0.329
C -0.016 -0.692 -1.654 -0.499 1.255 1.429
O 0.630 -1.214 -0.490 0.143 -0.914 -0.865
C 0.174 -2.496 -0.055 -0.213 1.049 0.378
C -0.370 -2.405 1.367 -0.915 0.855 1.451
C -1.130 -1.081 1.602 -0.149 0.138 -0.077
N 0.673 -2.489 2.425 0.703 -0.557 -0.939
H 0.656 0.043 -2.092 0.127 -0.230 -0.197
H -0.846 -0.118 -1.224 -0.307 0.064 -0.625
H -0.420 -1.372 -2.404 0.409 -0.458 0.166
H -0.680 -2.846 -0.642 0.366 -0.155 -0.461
H 1.065 -3.124 -0.126 -0.319 -0.613 -0.031
H -1.087 -3.201 1.587 0.042 -0.172 -0.542
H -1.648 -1.087 2.563 0.115 -0.249 0.041
H -1.898 -0.856 0.858 0.083 -0.235 -0.154
H -0.447 -0.233 1.628 0.158 -0.104 -0.110
H 0.510 -3.293 3.025 -0.365 0.050 -0.058
H 1.477 -2.799 1.879 0.482 0.421 0.600
O 0.892 -1.176 5.050 -0.176 -0.116 -0.140
H 1.774 -1.524 5.210 -0.038 0.042 -0.046
H 0.682 -1.445 4.132 0.311 0.134 0.194
O -2.264 -6.106 0.447 0.245 0.371 0.075
H -1.487 -5.527 0.546 -0.265 -0.432 -0.097
H -1.895 -6.993 0.375 -0.025 0.043 -0.023
O -2.671 -5.741 3.483 0.354 0.018 0.010
H -2.252 -5.683 2.612 -0.332 -0.073 -0.004
H -1.998 -5.448 4.107 -0.133 0.029 -0.030
O 0.141 -5.434 1.762 0.399 -0.243 0.192
H 1.041 -5.218 1.486 -0.127 -0.006 -0.004
H 0.243 -6.202 2.340 -0.086 0.075 -0.123



67
Properties=species:S:1:pos:R:3:forces:R:3 method="wB97M-V/def2-TZVPD" e_above_lowest_ev=0.0000 orbital_gap_ha="0.254 / 0.254" spin_multiplicity=4 s2=3.818 homo_ev="-7.9 / -8.0"
Cr 2.336 -0.087 0.292 0.000 -0.108 0.181
N 2.410 -0.058 2.391 0.309 0.245 -0.042
C 1.687 -0.976 3.261 -0.082 -0.103 0.103
C 2.103 -0.993 4.588 -0.094 -0.076 -0.001
C 1.564 -1.883 5.493 0.028 0.047 -0.018
C 0.620 -2.791 5.041 -0.005 0.002 -0.019
C 0.212 -2.765 3.724 0.054 0.069 0.040
C 0.692 -1.834 2.790 0.052 0.014 0.120
C 0.158 -1.892 1.400 0.013 0.026 0.016
C -1.072 -2.532 1.210 0.014 0.029 0.014
C -1.552 -2.827 -0.049 -0.049 0.044 -0.039
C -0.806 -2.482 -1.162 -0.007 -0.024 -0.066
C 0.368 -1.767 -0.993 0.022 0.079 -0.086
C 0.845 -1.426 0.271 0.184 0.019 0.114
H 3.403 -0.311 2.469 -0.237 0.091 -0.042
H 2.334 0.888 2.773 0.018 -0.209 -0.100
H 2.878 -0.305 4.900 0.052 0.052 0.020
H 1.898 -1.889 6.520 0.022 -0.003 0.055
H 0.216 -3.537 5.709 -0.026 -0.048 0.044
H -0.476 -3.524 3.393 -0.046 -0.070 -0.011
H -1.669 -2.815 2.063 -0.051 -0.020 0.050
H -2.494 -3.342 -0.156 -0.109 -0.065 -0.019
H -1.135 -2.756 -2.155 -0.033 -0.005 -0.066
H 0.932 -1.481 -1.870 0.010 0.028 -0.044
C -4.990 -0.356 0.551 0.095 -0.177 0.068
O -5.316 0.977 0.228 0.063 0.344 -0.138
C -4.539 1.608 -0.690 -0.044 -0.010 -0.002
C -3.517 0.990 -1.414 -0.170 0.022 0.127
C -2.765 1.728 -2.312 -0.128 -0.160 -0.117
C -3.028 3.076 -2.496 -0.360 -0.054 -0.023
C -4.093 3.673 -1.823 0.107 -0.165 -0.004
C -4.831 2.956 -0.912 0.057 -0.230 0.082
N -2.364 3.932 -3.417 -0.809 0.275 0.112
N -1.168 3.860 -3.668 1.034 0.118 -0.369
C -0.266 2.945 -3.040 0.296 -0.042 0.143
C 0.619 2.325 -3.895 -0.232 0.102 0.271
C 1.576 1.400 -3.458 -0.010 -0.106 0.443
C 1.675 1.098 -2.110 -0.190 0.154 -0.334
O 2.547 0.270 -1.592 0.252 -0.152 0.170
C 0.781 1.761 -1.208 0.018 0.065 0.003
N 0.933 1.410 0.104 -0.143 0.427 0.185
C 0.219 2.033 1.025 -0.020 -0.191 -0.333
C -0.661 3.074 0.703 0.048 -0.040 -0.220
C -0.843 3.418 -0.613 0.126 -0.053 0.115
C -0.153 2.723 -1.631 0.266 0.105 -0.210
H -5.655 -0.640 1.362 0.028 -0.025 -0.019
H -3.949 -0.434 0.881 -0.059 -0.068 -0.008
H -5.155 -1.018 -0.303 0.029 -0.049 0.005
H -3.297 -0.057 -1.286 0.027 -0.134 0.041
H -1.974 1.236 -2.868 -0.166 0.013 0.052
H -4.318 4.710 -2.023 -0.006 0.093 -0.057
H -5.647 3.407 -0.371 -0.111 0.044 0.086
H 0.546 2.557 -4.948 -0.026 0.056 -0.060
H 2.242 0.926 -4.162 0.074 -0.057 -0.018
H 0.318 1.693 2.048 0.052 -0.015 0.018
H -1.191 3.583 1.491 -0.058 0.051 0.058
H -1.509 4.227 -0.869 -0.045 0.054 -0.004
N 5.385 -0.853 -1.401 -0.112 0.024 0.124
C 4.542 -1.468 -0.536 0.295 -0.101 -0.220
O 4.157 -0.794 0.501 -0.317 0.339 -0.025
C 4.114 -2.779 -0.718 0.185 0.143 -0.104
C 3.378 -3.409 0.309 -0.053 -0.021 0.093
N 2.781 -3.884 1.171 -0.068 -0.132 0.157
C 4.409 -3.456 -1.919 -0.129 -0.057 0.016
N 4.629 -3.954 -2.933 0.178 -0.117 -0.293
H 5.514 -1.263 -2.312 0.059 -0.066 -0.003
H 5.412 0.155 -1.350 -0.072 -0.220 -0.013



55
Properties=species:S:1:pos:R:3:forces:R:3 method="wB97M-V/def2-TZVPD" e_above_lowest_ev=0.0000 orbital_gap_ha="0.228 / 0.245" spin_multiplicity=4 s2=3.765 homo_ev="-6.7 / -7.3"
V 0.134 0.290 -0.236 -0.108 -0.123 -0.316
C 3.713 -1.657 1.351 -0.040 0.029 -0.005
C 4.004 -0.913 2.483 -0.007 0.034 0.019
C 3.212 0.180 2.794 0.015 -0.093 -0.086
C 2.149 0.499 1.960 -0.102 0.003 -0.051
N 1.867 -0.226 0.864 0.294 -0.030 0.201
C 2.635 -1.278 0.572 0.035 -0.024 -0.047
C 1.224 1.629 2.214 -0.132 -0.069 -0.066
C 1.451 2.590 3.192 -0.080 -0.019 -0.070
C 0.523 3.600 3.370 0.009 0.030 0.037
C -0.607 3.627 2.569 0.047 -0.024 0.004
C -0.756 2.641 1.612 -0.069 -0.011 -0.003
N 0.130 1.661 1.427 0.102 0.044 0.200
H 4.298 -2.522 1.071 0.015 0.004 0.018
H 4.832 -1.181 3.125 0.002 -0.012 -0.011
H 3.416 0.760 3.681 -0.020 0.014 0.005
H 2.361 -1.825 -0.322 -0.015 0.016 0.003
H 2.339 2.561 3.804 0.018 -0.031 -0.018
H 0.687 4.356 4.127 -0.028 0.009 -0.009
H -1.362 4.393 2.675 0.006 0.006 0.008
H -1.622 2.628 0.962 0.019 -0.020 -0.005
O 1.254 1.687 -1.509 -0.059 -0.086 0.110
C 1.523 0.720 -2.276 0.264 0.111 -0.333
O 1.032 -0.426 -2.107 -0.083 0.073 0.192
C 2.463 0.950 -3.424 -0.017 0.035 0.028
C 3.042 2.201 -3.608 0.024 -0.024 -0.045
C 3.914 2.424 -4.664 -0.009 -0.004 0.007
C 4.214 1.398 -5.547 -0.021 0.025 0.046
C 3.624 0.164 -5.338 0.129 -0.237 -0.187
C 2.754 -0.088 -4.299 -0.039 0.038 0.077
N 3.946 -0.942 -6.279 -0.210 0.256 0.064
O 3.427 -2.018 -6.078 0.045 -0.057 0.032
O 4.692 -0.690 -7.204 0.072 -0.023 0.012
H 2.800 2.990 -2.909 -0.010 -0.001 0.011
H 4.364 3.398 -4.803 -0.002 0.001 0.000
H 4.887 1.535 -6.379 0.004 0.000 -0.004
H 2.309 -1.062 -4.163 0.003 -0.004 -0.007
C -0.775 -2.822 -1.335 -0.023 -0.039 0.036
O -1.281 -2.651 -0.021 0.184 0.263 -0.119
C -0.946 -1.428 0.586 -0.259 -0.268 0.322
O -1.428 -1.322 1.703 0.112 0.158 -0.055
H -1.232 -3.724 -1.741 -0.014 0.003 0.022
H 0.311 -2.949 -1.342 0.014 0.008 0.010
H -1.016 -1.976 -1.982 -0.015 0.009 0.006
Br -5.736 2.248 -3.197 -0.062 0.020 -0.028
C -4.126 1.739 -2.369 0.051 -0.013 0.020
C -2.917 2.184 -2.873 -0.023 -0.039 0.061
C -1.761 1.780 -2.230 0.077 0.021 -0.030
N -1.754 0.980 -1.158 -0.134 0.033 -0.036
C -2.938 0.566 -0.682 0.056 -0.007 0.031
C -4.146 0.921 -1.252 0.017 0.028 -0.033
H -2.866 2.827 -3.739 -0.010 0.001 -0.006
H -0.792 2.115 -2.575 -0.002 -0.007 -0.001
H -2.901 -0.073 0.192 -0.013 -0.007 -0.006
H -5.073 0.558 -0.832 -0.007 0.002 -0.004



24
Properties=species:S:1:pos:R:3:forces:R:3 method="wB97M-V/def2-TZVPD" e_above_lowest_ev=4.2051 orbital_gap_ha=0.363 smiles="CNC(C)=O.CNC(C)=O" homo_ev=-9.2
C 0.186 1.611 -0.171 1.694 0.721 -1.934
N 1.542 0.991 -0.140 0.791 1.545 1.174
C 1.694 -0.336 -0.486 0.464 -0.166 0.018
C 3.018 -0.987 -0.294 0.006 -1.544 1.227
O 0.803 -1.042 -0.874 -0.592 0.542 -1.236
H -0.389 0.724 -0.393 0.034 0.773 -0.549
H -0.164 2.108 0.755 0.681 -0.365 -0.457
H 0.121 2.360 -1.047 0.066 -1.112 1.329
H 2.261 1.394 0.510 -1.067 -0.613 -1.276
H 3.747 -0.363 0.090 1.567 1.689 0.668
H 3.446 -1.420 -1.202 -0.567 -0.179 0.141
H 2.910 -1.757 0.544 -0.088 0.594 -1.468
C -2.798 -0.144 -1.209 0.148 -1.343 -0.018
N -2.343 0.135 0.239 1.519 3.994 -4.321
C -1.297 -0.723 0.545 1.459 -5.277 1.423
C -0.335 -0.246 1.730 -0.517 -2.019 -0.971
O -1.228 -1.944 0.165 -1.076 4.693 1.517
H -2.742 -1.211 -1.454 0.339 0.083 0.671
H -3.842 0.029 -1.309 -0.842 0.852 0.032
H -2.232 0.300 -2.067 -0.150 0.334 1.223
H -1.880 1.256 0.029 -2.192 -4.374 1.796
H -0.767 0.702 2.055 0.884 -0.072 0.458
H 0.789 -0.393 1.524 -2.224 0.924 0.271
H -0.499 -1.042 2.460 -0.335 0.321 0.282



16
Properties=species:S:1:pos:R:3:forces:R:3 method="wB97M-V/def2-TZVPD" e_above_lowest_ev=2.6864 orbital_gap_ha=0.355 smiles="C[C@@H](O)[C@H](N)C=O" homo_ev=-9.1
C 0.212 -1.909 0.985 1.051 -2.463 1.835
C 0.214 -0.908 -0.094 -0.157 1.372 -0.627
O -1.091 -0.975 -0.710 0.904 -0.006 -0.304
C 0.536 0.555 0.460 -0.107 -1.081 -1.540
N -0.326 0.904 1.563 0.347 0.439 -0.074
C 0.648 1.453 -0.816 0.884 -1.521 -1.090
O 0.015 1.267 -1.822 -0.692 0.727 0.385
H 0.012 -2.951 0.679 -0.699 0.658 -0.580
H 1.131 -2.179 1.547 0.151 1.220 -0.397
H -0.491 -1.634 1.762 -0.336 -0.019 0.103
H 0.988 -1.095 -0.880 -0.917 -0.060 0.455
H -1.756 -0.646 -0.101 -0.012 -0.028 0.128
H 1.584 0.489 0.746 0.142 0.095 0.679
H -1.280 0.605 1.411 -0.064 0.177 -0.081
H -0.319 1.910 1.675 -0.233 -0.052 0.251
H 1.633 1.950 -0.998 -0.262 0.541 0.857



45
Properties=species:S:1:pos:R:3:forces:R:3 method="wB97M-V/def2-TZVPD" orbital_gap_ha="0.185 / 0.131" homo_ev="-6.1 / -4.5"
C 0.682 -1.192 -1.476 1.246 -0.243 1.380
C 0.222 1.889 -1.920 -0.517 0.480 0.587
C -0.545 -1.466 -2.253 0.433 -0.959 0.831
H 1.205 -2.173 -1.432 -0.054 0.351 0.075
C -0.984 1.617 -1.408 0.152 0.678 -0.100
H 0.688 2.847 -1.650 -0.115 -0.550 0.402
H -0.884 -2.505 -2.280 0.196 0.312 0.057
H -1.352 2.230 -0.572 0.179 0.040 -0.598
C -1.430 -0.487 -2.850 -1.834 0.588 -0.447
H -2.307 -1.066 -3.196 0.231 0.401 -0.047
H -1.019 -0.005 -3.750 -0.203 -0.175 0.225
C 1.678 -0.199 -2.133 -0.033 -0.363 -0.121
H 2.241 -0.756 -2.898 -0.088 0.161 0.086
H 2.435 0.128 -1.397 -0.255 0.002 -0.034
C 1.073 1.039 -2.806 0.577 0.613 -0.701
H 0.571 0.789 -3.750 0.365 -0.084 0.327
H 1.921 1.685 -3.092 -0.165 -0.343 -0.110
C -1.983 0.626 -1.906 0.063 -0.810 -0.002
H -2.764 1.162 -2.478 0.301 -0.020 0.248
H -2.508 0.173 -1.048 0.204 -0.008 -0.261
Ba 2.121 -0.892 1.776 -0.864 0.675 -0.029
H 0.560 -0.912 -0.340 -0.759 -0.016 -1.976
S -0.696 -1.282 4.605 -0.293 -0.529 0.011
C -1.088 -2.804 3.780 0.021 -0.418 0.208
C -1.292 -4.065 4.335 -0.099 0.144 -0.106
C -1.383 -5.173 3.479 -0.129 0.164 -0.108
C -1.303 -5.011 2.082 0.011 0.301 0.202
C -1.056 -3.753 1.525 -0.306 -0.201 0.184
C -0.940 -2.657 2.388 1.471 1.139 0.119
N -0.397 -1.415 2.023 -1.064 -1.259 -0.760
C -0.407 -0.532 3.034 0.767 1.324 0.041
C 0.204 0.804 2.883 0.596 -1.417 1.135
C 0.862 1.416 3.990 -0.423 0.153 0.514
C 1.889 2.321 3.742 -0.107 -0.176 0.533
C 2.240 2.668 2.439 0.417 0.855 -0.905
C 1.482 2.174 1.341 0.809 0.816 1.649
C 0.536 1.235 1.606 -1.043 -1.475 -2.453
H -1.363 -4.159 5.421 0.043 -0.182 -0.359
H -1.525 -6.171 3.895 -0.035 0.308 -0.096
H -1.443 -5.876 1.432 0.141 0.207 0.181
H -0.954 -3.573 0.451 -0.041 -0.218 0.327
H 0.553 1.152 5.005 0.292 0.255 -0.092
H 2.412 2.776 4.589 -0.119 -0.191 -0.330
H 3.052 3.381 2.260 -0.156 -0.203 0.190
H 1.637 2.557 0.331 0.188 -0.127 0.123



Number 1: calculated total energy -19596.2275 eV. Number 2: calculated total energy -31909.3112 eV. Number 3: calculated total energy -78568.0601 eV. Number 4: calculated total energy -139171.7538 eV. Number 5: calculated total energy -13521.4192 eV. Number 6: calculated total energy -9877.3742 eV. Number 7: calculated total energy -35131.0691 eV.